A 10-piece molecular cluster, H20O10 overall at a distorted geometry, computed with wB97M-V/def2-TZVPD.

Positions of all 30 atoms, in Å:
1 H -1.8962 -0.5950 1.5635
2 H -0.6685 -0.4589 0.8348
3 H -1.0950 -2.6440 1.2756
4 H 0.1434 -1.8474 1.0300
5 H -0.5778 3.6009 -0.2851
6 H 0.6503 2.9509 0.2862
7 H -2.5684 1.9267 -0.5018
8 H -1.7999 2.3472 0.7761
9 H 2.6041 0.6340 2.5668
10 H 1.4989 1.4606 1.9179
11 H 1.9733 -3.1289 -1.6324
12 H 1.2500 -1.6623 -1.4056
13 H 0.1500 -0.7158 -3.3876
14 H -0.4084 -1.6697 -4.5559
15 H -0.1436 3.1807 2.5664
16 H -1.1318 2.5066 3.5337
17 H 1.8939 2.3894 -0.5824
18 H 2.8726 2.3173 0.4651
19 H -1.4377 -4.8939 -2.4609
20 H -1.7722 -4.3473 -1.0727
21 O -1.1919 0.0641 1.3370
22 O -0.2499 -2.6149 0.6914
23 O -0.1166 2.7720 -0.2678
24 O -1.7806 1.7631 0.0709
25 O 1.6410 0.8031 2.5674
26 O 1.5574 -2.3849 -2.0601
27 O 0.3604 -1.4338 -4.0677
28 O -1.0471 2.8322 2.5589
29 O 2.5188 1.7699 -0.2581
30 O -1.2286 -4.9219 -1.5038

For the total energy, the calculation gives -764.195707 Eh. The net charge is 0. The structure (SMILES) is O.O.O.O.O.O.O.O.O.O. The orbital gap comes out at 8.72 eV. For the strongest force on any atom, the calculation gives 7.3 eV Å⁻¹.

Löwdin population analysis, charges in e, atoms 1 to 2: number 1, H, carries 0.079; number 2, H, carries -0.055